Molecular formula: C5H12N2O
Method: DFT, ωB97M-V/def2-TZVPD

Last column: natural (NBO) charge in e.
Cartesian coordinates (Å):
C1 -0.79 1.18 -0.13  0.6842
C2 0.03 1.07 -2.39  -0.4139
H1 0.27 0.02 -2.23  0.1968
H2 2.69 -0.51 1.69  0.2000
C3 -1.09 -1.28 0.41  -0.6465
H3 0.35 0.54 2.43  0.3919
H4 -0.26 1.25 -3.45  0.2065
H5 -1.63 -1.54 -0.58  0.2177
C4 1.63 -1.07 1.86  -0.4272
N1 -1.03 1.45 -1.49  -0.6419
H6 0.97 1.75 -2.22  0.1747
H7 1.54 -1.45 2.91  0.2026
C5 -0.01 -0.12 0.36  -0.1210
H8 -1.57 2.25 -1.81  0.4059
H9 1.45 -1.87 1.14  0.1916
O1 -1.42 1.89 0.63  -0.6068
H10 0.68 -0.49 -0.40  0.1963
H11 -0.59 -2.26 0.66  0.2147
N2 0.75 0.12 1.64  -0.6550
H12 -1.95 -0.93 0.99  0.2296

The calculation puts the total energy at -10405.7189 eV. Its energy above the lowest of the compared OMol25 structures with the same formula, charge and spin is 261.0 kJ/mol. The calculation puts the orbital gap at 9.5 eV. Its molar mass is 116.16 u.

---

Molecular formula: C5H12N2O
Method: DFT, ωB97M-V/def2-TZVPD

Last column: natural (NBO) charge in e.
Cartesian coordinates (Å):
H1 0.38 -1.32 1.67  0.2118
H2 3.34 -0.15 -0.66  0.2114
N1 1.29 0.04 -0.45  -0.4244
H3 2.77 -0.29 1.01  0.1892
C1 -0.11 -0.39 -0.22  0.0688
C2 2.53 -0.53 -0.03  -0.4168
C3 0.42 0.93 0.08  0.4774
H4 -1.96 -0.78 -1.21  0.2286
H5 2.48 -1.61 -0.15  0.2099
C4 -0.41 -1.33 0.92  -0.6360
H6 -0.55 -1.51 -1.99  0.2077
H7 -3.20 2.42 0.78  0.4664
H8 -0.85 0.23 -2.14  0.2229
H9 -1.34 -1.03 1.40  0.2413
C5 -0.92 -0.63 -1.48  -0.6111
N2 0.19 2.09 0.49  -0.7372
H10 1.00 2.70 0.55  0.3590
H11 -1.80 1.86 0.46  0.4931
O1 -2.74 1.64 0.43  -0.9752
H12 -0.52 -2.35 0.55  0.2132

The calculation puts the total energy at -10405.8559 eV. Its energy above the lowest of the compared OMol25 structures with the same formula, charge and spin is 247.8 kJ/mol. The calculation puts the orbital gap at 10.0 eV. Its molar mass is 116.16 u.